Here is a cluster of 22 separate species, C72H164Cl24 in total from the Open Molecules 2025 dataset. Energies are from ωB97M-V/def2-TZVPD.

Values from the calculation:
Energy   -13886.17055 hartree

Structure (XYZ):
```
260
Properties=species:S:1:pos:R:3:forces:R:3
C -6.4804 5.9421 -1.3691 -0.1 -2.2 -0.1
C -5.9674 4.8414 -0.4266 -1.2 0.1 1.0
C -5.7466 5.2484 1.0366 0.4 -1.1 0.3
C -4.9309 4.1468 1.7766 -0.2 0.9 0.7
C -4.4705 4.4258 3.2507 0.3 -1.4 0.2
C -3.5105 5.6270 3.4520 -1.3 -0.3 -0.9
H -5.7846 6.7399 -1.5408 0.2 0.6 0.3
H -7.4747 6.2273 -1.0733 -0.3 0.7 0.1
H -6.5892 5.4139 -2.3158 -0.2 0.3 -0.4
H -6.6417 3.9556 -0.3886 -0.2 0.7 -0.2
H -5.1137 4.3850 -0.8500 1.5 -0.2 -0.3
H -6.6894 5.4484 1.5155 -0.7 -0.1 0.3
H -5.2137 6.1735 1.1376 0.5 0.6 -0.3
H -5.4212 3.1736 1.7782 -0.3 0.0 -0.2
H -4.0880 4.0462 1.1213 1.0 -0.3 -0.1
H -5.3759 4.4401 3.9159 0.7 0.5 -0.5
H -3.9194 3.4935 3.6227 -0.6 1.0 -0.6
H -4.0322 6.5271 3.0797 0.3 0.0 0.8
H -3.1473 5.6742 4.4714 -0.3 0.4 0.2
H -2.6382 5.5464 2.8195 0.4 -0.3 -0.3
C -5.7379 -5.1432 -1.4776 -0.2 0.5 -0.3
C -4.5056 -5.4029 -0.6016 -0.6 -0.3 -0.4
C -3.5391 -6.3739 -1.3384 -0.1 -0.4 1.8
C -4.0986 -7.8097 -1.5304 0.6 0.6 0.2
C -2.9236 -8.7802 -1.6383 -0.5 0.4 -1.3
C -3.2483 -10.2806 -1.8258 -0.3 1.2 0.9
H -6.2805 -6.0167 -1.8431 0.3 -0.4 0.4
H -5.4552 -4.6390 -2.4053 0.2 0.2 0.0
H -6.4893 -4.5260 -0.9854 0.1 0.1 0.0
H -3.9930 -4.4545 -0.3845 -0.1 -0.1 -0.2
H -4.8442 -5.7536 0.4118 0.5 -0.2 -0.9
H -2.7221 -6.5404 -0.6125 0.2 0.3 -0.5
H -3.1077 -5.9329 -2.2450 -0.2 0.0 0.1
H -4.6882 -8.0145 -0.6271 -0.1 -0.2 -0.3
H -4.6958 -7.9053 -2.4199 -0.7 0.1 -0.3
H -2.2695 -8.3888 -2.4575 -0.4 -0.6 0.3
H -2.3542 -8.5736 -0.7664 0.8 -0.5 1.0
H -3.8006 -10.4760 -2.7573 0.3 -0.1 0.4
H -2.2918 -10.7593 -1.7812 0.4 -0.8 -0.4
H -3.8134 -10.6558 -0.9452 0.1 0.2 -0.6
C -8.2013 -4.2607 1.0807 1.3 0.3 -0.4
C -6.9988 -3.8721 1.9697 -1.9 0.0 0.9
C -7.0791 -2.4002 2.4549 -0.5 -1.8 -0.9
C -5.7967 -2.1122 3.1587 -0.8 -0.2 0.6
C -5.8170 -0.8322 3.9699 0.5 0.3 -0.3
C -5.5900 0.3943 3.0454 -0.3 -1.1 0.1
H -9.1515 -4.3421 1.5504 -0.8 0.2 0.6
H -8.0558 -5.1680 0.4919 0.2 -0.2 0.3
H -8.1721 -3.4543 0.3518 -0.7 0.1 -0.3
H -6.8945 -4.4501 2.9045 0.0 -0.4 -0.7
H -6.1715 -4.0213 1.3119 1.1 0.1 0.0
H -7.9898 -2.2027 2.9934 -0.3 -0.3 0.9
H -7.2483 -1.8397 1.5663 0.3 1.0 -0.9
H -5.5713 -2.9684 3.8058 0.0 0.1 0.0
H -5.1203 -2.1747 2.3247 1.2 0.5 0.0
H -6.7645 -0.7564 4.5431 0.3 0.0 -0.5
H -5.0641 -0.9274 4.7400 0.5 0.3 0.2
H -5.5635 1.3008 3.6625 0.0 0.0 -0.6
H -4.6550 0.2486 2.4292 -0.9 0.4 0.7
H -6.4612 0.3536 2.3546 0.6 0.7 0.2
C 8.1616 -3.4966 -3.4595 1.0 -0.2 0.0
C 8.3029 -2.0521 -3.0203 1.7 -0.5 -1.4
C 8.6459 -1.8897 -1.5876 -0.1 1.0 1.2
C 9.0132 -0.4269 -1.1931 -0.3 -1.1 1.3
C 9.2827 -0.3365 0.3648 0.4 0.1 -1.2
C 10.6745 -0.9435 0.6966 -1.1 1.6 -0.9
H 9.0684 -4.0458 -3.1803 -0.3 -0.2 0.2
H 8.1190 -3.5893 -4.5320 -0.2 0.1 -0.5
H 7.2864 -3.9796 -3.0543 -0.3 -0.2 0.4
H 9.1242 -1.5837 -3.6173 -0.5 -0.3 0.2
H 7.4183 -1.5738 -3.3156 -1.4 1.2 -0.1
H 9.5062 -2.5330 -1.3504 -0.3 0.0 0.0
H 7.7929 -2.1942 -0.9668 0.2 -0.1 0.0
H 9.9104 -0.1674 -1.7160 0.7 0.3 -0.4
H 8.2498 0.2895 -1.5044 -0.2 -0.2 0.1
H 9.1941 0.7419 0.6433 0.1 -1.0 0.2
H 8.5443 -0.9742 0.8543 -0.3 0.5 0.2
H 11.4287 -0.3235 0.2243 0.4 -0.2 -0.1
H 10.8876 -1.0250 1.7219 0.1 0.3 1.6
H 10.6958 -1.9461 0.3723 0.3 -1.1 -0.9
C -1.9298 1.8784 1.4666 0.1 -2.4 1.2
C -2.0990 0.5441 0.5987 0.0 1.4 0.9
C -0.7436 -0.1010 0.2860 -0.1 0.4 -1.0
C -0.9305 -1.3437 -0.5675 -0.5 0.3 -1.4
C 0.2514 -2.0428 -1.2210 -0.7 -1.7 0.7
C -0.2940 -3.0068 -2.2799 0.8 -1.3 -0.1
H -1.1441 1.6385 2.2306 -0.6 0.2 -0.4
H -2.8399 2.1321 2.0455 0.4 -0.1 -0.5
H -1.5583 2.7347 0.9496 0.0 0.5 -0.8
H -2.6402 -0.2163 1.1611 -0.4 0.2 0.3
H -2.7505 0.7674 -0.2718 0.7 -0.2 0.1
H -0.2162 -0.3898 1.1989 0.1 0.5 0.1
H -0.1649 0.6567 -0.2954 0.1 -0.6 0.5
H -1.4526 -2.1747 -0.0897 -0.2 0.2 0.6
H -1.6318 -1.0567 -1.3840 0.3 -0.1 0.2
H 0.9875 -1.4922 -1.7281 0.9 1.6 -0.4
H 0.7943 -2.6132 -0.4475 -0.1 0.1 -0.2
H -0.5719 -2.4502 -3.1783 0.0 -0.1 0.0
H 0.4918 -3.7850 -2.5620 -1.0 0.9 0.2
H -1.1804 -3.5704 -1.9349 0.3 0.2 -0.1
C -2.9777 1.2358 6.0332 1.5 0.2 0.5
C -2.3400 2.1107 7.1243 -0.9 0.9 0.0
C -0.9714 2.5766 6.7308 1.1 -0.8 -0.5
C -0.9505 3.5241 5.5341 -0.6 1.4 -0.3
C 0.3838 4.2363 5.2215 -0.3 -1.0 1.8
C 0.4673 5.0190 3.9559 0.0 -0.2 -1.7
H -3.7706 0.6634 6.4379 -0.9 -0.7 0.4
H -2.1919 0.5536 5.6313 -0.6 0.4 0.2
H -3.3618 1.8356 5.2545 -0.4 0.6 -1.1
H -2.9011 3.0469 7.3914 -0.2 -1.1 -0.2
H -2.2651 1.4733 7.9921 0.1 0.1 0.6
H -0.5161 1.5885 6.4392 0.6 1.1 0.3
H -0.4375 3.0290 7.5857 -0.1 -0.3 -0.3
H -1.2709 3.0071 4.6486 -0.1 -0.6 -0.6
H -1.7198 4.3260 5.6226 0.2 -0.4 0.4
H 0.5750 4.9379 6.0754 0.3 -0.8 -0.5
H 1.0952 3.3880 5.2084 0.3 0.7 0.1
H 1.5208 5.3425 3.7902 -0.9 0.2 0.1
H 0.1997 4.4128 3.0607 0.3 0.0 0.5
H -0.2624 5.8403 3.8848 0.5 0.1 0.4
C 7.6752 -2.1492 3.9774 1.9 -2.0 1.4
C 8.1030 -3.4319 3.2011 0.1 0.5 -1.0
C 7.3289 -4.6616 3.5578 -0.2 -1.2 0.7
C 7.7860 -5.9004 2.7644 0.2 -0.6 2.0
C 8.9527 -6.6659 3.3834 -0.3 1.2 1.8
C 9.7711 -7.5310 2.5061 1.5 -1.8 1.2
H 6.6306 -2.0060 4.0275 -1.3 -0.2 -0.1
H 8.0900 -1.2594 3.5753 0.6 0.8 -0.4
H 8.0366 -2.2819 5.0552 -0.4 0.4 -1.3
H 7.9427 -3.3510 2.1052 0.0 0.6 0.4
H 9.1762 -3.6879 3.2428 -0.2 0.6 0.5
H 6.2991 -4.5320 3.2538 -0.5 0.3 0.3
H 7.3618 -4.8720 4.6574 -0.1 0.1 -0.7
H 6.9894 -6.6083 2.7161 -1.0 -0.4 -0.5
H 8.0690 -5.5768 1.8063 0.4 0.3 -1.6
H 9.5510 -5.8904 3.8687 0.6 0.0 -0.3
H 8.6674 -7.2581 4.2875 -0.4 0.3 -0.7
H 9.3110 -8.4846 2.2798 -0.6 -0.2 -0.1
H 10.0612 -7.1372 1.5575 0.5 0.7 -0.5
H 10.6576 -7.8706 3.1384 -0.6 0.6 -1.2
C 0.5387 7.8855 1.9787 -2.1 -1.5 0.1
C -0.6360 8.6559 2.5734 -0.9 0.6 0.6
C -1.7052 8.8804 1.5059 0.6 -1.5 -0.5
C -2.9550 9.6634 1.8867 1.0 1.3 -2.0
C -4.1057 9.0443 1.0974 -1.7 -0.6 0.7
C -4.0562 9.1867 -0.4233 1.7 1.5 0.6
H 0.9233 8.4056 1.1359 0.8 0.4 -0.6
H 0.1814 6.8758 1.6158 0.0 1.0 0.0
H 1.2339 7.5775 2.7101 1.3 0.3 0.7
H -1.1000 8.1413 3.4694 0.6 0.4 -0.9
H -0.3963 9.6798 2.9097 0.6 -0.4 0.2
H -2.0970 7.8713 1.2765 0.4 0.1 -0.3
H -1.1506 9.2056 0.5740 -1.0 0.1 0.8
H -3.1243 9.6535 2.9358 -0.3 -0.4 1.0
H -2.7799 10.7497 1.6529 -0.4 -0.8 0.0
H -4.1537 7.9746 1.4414 0.0 0.8 -0.5
H -5.0800 9.4720 1.4158 0.5 -0.1 0.0
H -3.8461 10.2507 -0.6042 -0.5 0.1 -0.1
H -3.1698 8.7734 -0.8760 0.3 -0.8 0.0
H -4.9077 8.9139 -1.0000 -0.8 -0.4 -0.1
C 3.5426 3.1297 -0.8355 1.6 0.4 -0.6
C 2.9433 4.1976 -1.7472 0.0 -0.4 0.9
C 2.9901 5.5786 -1.0718 -0.9 0.7 -0.2
C 2.2301 6.7032 -1.7972 -0.8 -0.7 -1.6
C 2.5530 6.7908 -3.3125 1.2 -0.3 0.2
C 1.8224 7.8136 -4.1205 -0.1 1.6 -0.1
H 4.6479 3.2613 -0.8571 -0.5 -0.2 0.4
H 3.3753 2.1373 -1.2201 -0.2 -0.3 -0.2
H 3.2075 3.1769 0.1830 -0.3 0.1 0.5
H 3.5034 4.1448 -2.6695 0.1 0.4 -0.4
H 1.9471 3.8283 -1.9811 -0.4 0.7 -0.1
H 4.0147 5.9509 -0.9778 0.1 -0.5 0.4
H 2.4619 5.5241 -0.0927 0.9 -0.2 -0.2
H 1.1576 6.4660 -1.6981 0.1 0.2 -0.1
H 2.3556 7.6958 -1.3637 0.3 -0.1 0.3
H 3.6341 6.9591 -3.4798 -0.2 -0.1 0.5
H 2.3611 5.8664 -3.8328 0.0 -0.8 0.2
H 0.8341 7.4701 -4.3557 -0.6 -0.3 -0.4
H 1.6282 8.7146 -3.5004 0.5 -0.1 -0.6
H 2.3568 8.0617 -5.0835 -0.6 -0.1 1.1
C 0.2065 0.5295 -4.0128 -0.3 0.4 0.0
C 0.2734 1.7969 -3.1652 0.1 0.2 -0.7
C -1.0800 2.3979 -2.8761 -1.0 -0.4 1.7
C -0.9769 3.6770 -2.0837 -0.1 2.8 -0.8
C -2.2878 4.2620 -1.5259 -0.1 0.5 -0.1
C -2.1333 5.4291 -0.5433 1.0 -0.9 -0.3
H -0.3236 -0.2559 -3.4746 0.4 -0.3 0.1
H 1.2205 0.2799 -4.3113 0.0 -0.6 0.1
H -0.3767 0.6717 -4.9305 0.1 0.2 0.1
H 0.8212 1.6018 -2.2085 -0.4 0.2 -0.7
H 0.8370 2.5460 -3.7294 0.3 0.0 0.1
H -1.6142 1.6792 -2.2261 0.0 0.0 -0.1
H -1.8036 2.5655 -3.6855 0.7 -0.2 -0.4
H -0.1988 3.6693 -1.3262 0.0 -0.5 0.5
H -0.6300 4.5351 -2.7471 0.0 -1.1 0.3
H -2.9312 4.6593 -2.3141 0.2 -0.3 -0.5
H -2.8806 3.5023 -1.0698 -0.5 -0.9 0.5
H -1.8619 5.0673 0.4384 0.5 -0.1 0.4
H -1.3703 6.1177 -0.9143 -0.1 0.2 0.2
H -3.0577 5.9284 -0.3825 -0.9 0.7 -0.2
C -2.7041 -2.4685 -6.6185 0.1 1.4 0.1
Cl -0.9785 -2.3322 -6.9503 0.3 -0.3 0.1
Cl -3.0822 -2.1670 -4.8862 0.0 0.4 -0.5
H -3.1160 -1.6893 -7.2743 -0.4 -0.4 0.7
H -3.0929 -3.4369 -6.8115 0.0 -0.8 -0.4
C 3.0585 -3.6181 -3.7399 0.9 0.9 0.0
Cl 2.2696 -4.1017 -5.1882 -0.7 -0.7 -1.0
Cl 3.2390 -4.8834 -2.5297 -0.2 -0.1 0.1
H 4.0456 -3.2687 -4.0477 -0.1 -0.1 0.4
H 2.4803 -2.7943 -3.3577 0.0 0.1 0.5
C 5.5121 -5.1472 0.1321 -0.4 -0.2 0.8
Cl 4.1167 -5.8498 1.0875 1.2 0.4 -0.8
Cl 5.6502 -3.4025 0.4383 -0.1 -0.4 -0.2
H 6.4531 -5.6011 0.4497 -0.5 -0.1 0.0
H 5.3183 -5.3205 -0.9139 -0.1 0.1 -0.1
C 1.2148 -4.1798 1.9829 -1.3 1.9 -0.8
Cl 0.3660 -5.1762 0.8167 -0.5 -0.5 -0.4
Cl 1.9099 -5.0493 3.2503 0.3 -0.8 1.6
H 1.9845 -3.6916 1.4352 0.7 0.3 -0.4
H 0.4987 -3.3946 2.3257 0.6 -0.9 0.0
C -3.3100 1.9993 -6.5682 1.3 -1.5 1.8
Cl -3.7958 1.0935 -7.9654 -0.6 -0.1 -0.9
Cl -3.9541 3.5757 -6.3045 -0.6 0.7 -0.2
H -3.5540 1.3483 -5.6932 0.1 0.7 -0.6
H -2.2219 2.0805 -6.6289 -0.2 0.1 0.0
C 3.7288 1.1482 3.6986 1.1 1.7 -0.8
Cl 3.7788 -0.5143 3.9102 -0.2 -2.5 0.3
Cl 2.3405 1.7168 2.7828 -0.3 0.1 -0.4
H 3.6750 1.6304 4.6420 0.0 0.4 0.8
H 4.6715 1.4309 3.1991 -0.7 0.2 0.0
C 4.0345 -0.4704 -0.2758 -0.9 1.7 1.2
Cl 4.4331 -0.2422 -1.9283 0.0 -0.4 -1.4
Cl 5.4676 -0.2533 0.6915 0.7 0.2 0.7
H 3.3169 0.3314 0.0155 0.5 -0.7 -0.2
H 3.6234 -1.4176 -0.0254 -0.3 -0.9 -0.3
C -2.4531 -6.4641 -5.2062 -0.1 0.9 0.5
Cl -1.4901 -5.0535 -4.6264 0.0 -0.9 -0.2
Cl -3.9665 -5.8471 -5.9098 0.1 -0.4 0.0
H -1.8761 -7.0189 -5.9216 0.1 0.0 -0.4
H -2.6897 -7.0790 -4.3487 -0.1 0.0 0.1
C 0.8475 -7.6692 -2.8177 0.5 -0.6 -1.0
Cl 1.2652 -8.4143 -1.3095 0.3 -0.5 0.4
Cl 0.0477 -8.7387 -4.0011 -0.1 -0.2 0.1
H 0.1724 -6.9088 -2.5730 -0.9 1.2 0.0
H 1.7181 -7.3098 -3.3513 0.1 0.2 0.3
C -1.8793 -1.8050 3.5439 0.2 0.4 -1.3
Cl -0.4405 -0.9885 4.1851 -0.2 -0.2 -0.3
Cl -1.8141 -3.5310 3.6315 0.2 -1.0 0.2
H -2.7482 -1.5154 4.0568 -0.9 0.7 1.1
H -2.0736 -1.5496 2.4948 0.6 0.1 0.3
C -4.9493 -0.6678 -2.2484 0.2 -0.4 -0.9
Cl -5.5325 -0.7511 -0.6006 -0.2 0.0 0.3
Cl -4.9834 1.0095 -2.8877 0.0 -0.5 0.1
H -3.9053 -1.0145 -2.2471 -0.5 0.2 -0.1
H -5.5826 -1.3172 -2.8959 0.5 0.7 0.5
C 0.7915 -6.0089 -7.7737 0.0 -0.9 0.3
Cl -0.5052 -6.7968 -8.6539 -0.3 -0.2 -0.2
Cl 1.9692 -7.1395 -7.1279 0.3 -0.5 0.2
H 1.3490 -5.3963 -8.4242 0.2 0.9 -0.7
H 0.3487 -5.5158 -6.9446 -0.3 0.7 0.5
```
Forces are in eV/Å.